A molecular structure, C28H24N2O11P3Ta. Source: the Open Molecules 2025 dataset; level of theory: ωB97M-V/def2-TZVPD.

XYZ file:
```
69
C28H24N2O11P3Ta | the Open Molecules 2025 dataset | ωB97M-V/def2-TZVPD
H 2.6088 3.6923 -3.8351
O 3.1889 -2.5371 2.9343
C 2.8887 0.7479 0.3929
C 0.0219 1.5241 -4.0534
O -2.5497 -1.6444 0.6789
H -4.5546 -0.9544 -2.7028
C -5.4468 -4.2061 -0.8222
C 0.4694 4.2081 2.1173
C 1.9316 2.8923 -3.5652
C 0.2337 0.8153 -2.8814
C -5.7910 -2.7118 -2.6775
C -0.3500 2.0159 1.5931
C 0.0848 4.6720 0.8533
H -3.9373 -3.6086 0.5892
H -5.6923 -5.1172 -0.2931
O -0.7393 -3.6391 1.8139
C 1.9198 -1.4995 -1.2538
H 0.2686 5.6999 0.5725
C 4.8582 0.3888 1.7351
H 3.9553 3.6507 1.7858
H -0.8882 4.1675 -0.9857
P 1.4568 0.1252 -0.5224
C 2.9265 2.1028 0.7291
N -1.7512 0.3815 -0.3213
Ta -0.7081 -0.9802 1.0851
H 2.9553 -1.7877 -1.0956
H -2.2002 2.1112 -1.2816
H 2.5682 -0.5834 4.4974
O 1.8015 -0.6201 3.9122
O -0.5466 0.7582 1.9547
C 3.8542 -0.1075 0.9150
C 2.1493 2.1798 -2.3932
C 3.9354 2.5969 1.5380
H -0.0213 -4.2365 1.5618
H 0.5610 2.5191 3.4559
H -6.3086 -2.4602 -3.5938
C 4.9067 1.7399 2.0403
H 5.6914 2.1246 2.6789
O -0.2473 -2.0907 -0.4846
H 1.7587 -1.4128 -2.3308
C -0.5532 3.8187 -0.0158
C 0.9756 -2.5702 -0.7534
H -6.8748 -4.5398 -2.3859
H 5.5899 -0.2951 2.1441
H 2.1617 2.7772 0.3631
P -0.7731 -3.0412 3.3122
H -0.8017 1.2520 -4.7009
C 1.2904 1.1472 -2.0294
O -1.1997 -1.5862 2.9325
H 0.6993 3.1309 -5.3054
C -4.1480 -2.1940 -1.0034
H 0.9491 4.8863 2.8118
C -4.4650 -3.3648 -0.3226
C -3.0959 -1.3134 -0.4725
H 3.8190 -1.1723 0.7308
O -1.5404 -3.7746 4.2995
P 1.8613 -1.9374 3.0162
C 0.2552 2.9006 2.4914
C -6.1090 -3.8812 -1.9968
H -0.4311 -0.0069 -2.6351
H 3.0010 2.4270 -1.7758
C 0.8645 2.5745 -4.3920
C -0.7870 2.4799 0.3395
C -4.8123 -1.8676 -2.1841
N -2.7361 -0.2328 -1.0905
O 0.7867 -2.9294 3.7017
C -1.6086 1.6479 -0.4958
O 1.2577 -3.7279 -0.6253
O 1.1623 -1.5238 1.7007
```

Values from the calculation:
Energy above the lowest of the compared OMol25 structures with the same formula, charge and spin ... 0.1 kcal/mol
Kohn-Sham gap ... 8.00 eV
Total charge ... 0
Total energy ... -84360.1394 eV
Lowest unoccupied orbital energy ... -0.930 eV